Entry 1:
61
Properties=species:S:1:pos:R:3:mulliken_charge:R:1 method="wB97M-V/def2-TZVPD" e_above_lowest_kj_mol=275.5 smiles="Cc1ccc(CCNC(=O)CN(c2cc(C)cc(C)c2)S(=O)(=O)c2c(C)noc2C)cc1" lumo_energy_ha=0.0226 homo_energy_ev=-8.72 homo_lumo_gap_ev=9.334
C 0.24 -4.10 -2.13 -1.534
C 1.29 -3.03 -2.06 0.973
C 1.18 -1.89 -2.84 -0.402
C 2.10 -0.86 -2.72 -0.373
C 3.16 -0.96 -1.83 0.664
C 4.13 0.19 -1.68 -1.074
C 4.27 0.62 -0.22 -1.035
N 2.99 0.71 0.44 0.192
C 2.32 1.86 0.59 0.313
O 2.75 2.96 0.33 -0.702
C 0.91 1.64 1.18 -0.300
N 0.12 0.79 0.32 1.136
C -0.91 1.35 -0.49 -0.493
C -1.77 2.33 -0.02 -0.386
C -2.79 2.82 -0.83 0.493
C -3.70 3.89 -0.33 -1.789
C -2.93 2.29 -2.11 -0.803
C -2.09 1.30 -2.59 0.480
C -2.25 0.73 -3.96 -1.612
C -1.07 0.84 -1.77 -0.034
S -0.13 -0.76 0.83 1.595
O -0.76 -1.52 -0.20 -0.644
O 1.12 -1.23 1.37 -0.846
C -1.28 -0.61 2.18 0.907
C -2.70 -0.51 2.09 0.133
C -3.53 -0.54 0.86 -1.001
N -3.20 -0.41 3.29 -0.766
O -2.18 -0.43 4.17 -0.163
C -1.02 -0.55 3.52 -0.230
C 0.24 -0.63 4.29 -1.408
C 3.29 -2.11 -1.08 -0.467
C 2.36 -3.13 -1.18 -0.732
H 0.62 -5.05 -1.74 0.396
H -0.61 -3.79 -1.51 0.234
H -0.11 -4.24 -3.15 0.397
H 0.36 -1.80 -3.54 0.324
H 1.99 0.03 -3.32 0.274
H 5.12 -0.10 -2.06 0.430
H 3.78 1.03 -2.27 0.352
H 4.89 -0.09 0.34 0.390
H 4.74 1.61 -0.17 0.484
H 2.51 -0.16 0.64 0.172
H 1.01 1.17 2.16 0.217
H 0.44 2.63 1.30 0.535
H -1.67 2.71 0.99 0.317
H -3.25 4.87 -0.50 0.367
H -3.88 3.78 0.73 0.369
H -4.65 3.87 -0.86 0.406
H -3.73 2.67 -2.74 0.372
H -3.14 1.13 -4.45 0.357
H -2.33 -0.35 -3.91 0.319
H -1.38 0.98 -4.58 0.365
H -0.40 0.07 -2.11 0.324
H -3.63 0.46 0.45 0.057
H -4.52 -0.92 1.10 0.518
H -3.05 -1.17 0.11 0.208
H 0.11 -1.30 5.13 0.471
H 0.50 0.35 4.69 0.316
H 1.04 -0.98 3.64 0.235
H 4.12 -2.22 -0.39 0.334
H 2.47 -4.01 -0.57 0.369

---

Entry 2:
63
Properties=species:S:1:pos:R:3:mulliken_charge:R:1 method="wB97M-V/def2-TZVPD" e_above_lowest_kj_mol=90.7 smiles="COc1ccc(NC(=O)C2CCN(S(=O)(=O)c3ccc(N4CCCC4=O)cc3)CC2)cc1OC" lumo_energy_ha=0.0104 homo_energy_ev=-7.44 homo_lumo_gap_ev=7.717
C -6.71 -3.79 0.48 -0.948
O -5.55 -3.49 -0.25 -0.431
C -4.98 -2.26 -0.06 0.922
C -5.43 -1.28 0.80 -0.356
C -4.78 -0.07 0.93 -1.297
C -3.64 0.18 0.18 -0.382
N -2.91 1.37 0.24 0.368
C -3.15 2.47 0.99 0.038
O -4.08 2.59 1.76 -0.708
C -2.11 3.60 0.87 0.565
C -0.88 3.25 1.71 -1.399
C 0.13 2.38 0.97 -0.512
N 0.50 2.93 -0.33 0.091
S 0.57 1.77 -1.53 1.270
O 0.85 2.43 -2.76 -0.787
O -0.59 0.91 -1.48 -0.637
C 1.98 0.83 -0.99 -0.405
C 1.84 -0.48 -0.57 -0.684
C 2.95 -1.19 -0.14 -0.416
C 4.21 -0.58 -0.12 0.978
N 5.32 -1.30 0.32 0.128
C 5.17 -2.57 1.01 -0.788
C 6.55 -2.82 1.63 -0.730
C 7.48 -2.10 0.67 -0.694
C 6.64 -0.99 0.09 0.545
O 7.05 -0.02 -0.49 -0.641
C 4.33 0.74 -0.55 -0.922
C 3.22 1.44 -0.99 -0.610
C -0.21 4.14 -0.71 -1.030
C -1.72 3.98 -0.58 -0.800
C -3.17 -0.79 -0.71 -0.241
C -3.82 -2.00 -0.84 0.744
O -3.43 -3.01 -1.67 -0.466
C -2.32 -2.78 -2.50 -0.819
H -6.53 -3.78 1.56 0.364
H -7.00 -4.79 0.17 0.229
H -7.53 -3.09 0.25 0.367
H -6.31 -1.45 1.40 0.370
H -5.15 0.68 1.61 0.513
H -2.10 1.36 -0.38 -0.222
H -2.59 4.46 1.35 0.569
H -1.19 2.73 2.62 0.507
H -0.38 4.17 2.02 0.368
H 1.05 2.29 1.57 0.315
H -0.27 1.37 0.83 0.492
H 0.86 -0.93 -0.59 0.568
H 2.82 -2.21 0.17 0.414
H 4.92 -3.36 0.30 0.325
H 4.38 -2.51 1.77 0.477
H 6.60 -2.36 2.62 0.300
H 6.76 -3.88 1.74 0.363
H 7.79 -2.75 -0.15 0.261
H 8.38 -1.70 1.14 0.367
H 5.30 1.21 -0.56 0.477
H 3.30 2.46 -1.33 0.450
H 0.16 4.97 -0.10 0.396
H 0.06 4.33 -1.75 0.565
H -2.04 3.21 -1.29 0.324
H -2.21 4.91 -0.86 0.380
H -2.29 -0.57 -1.29 0.641
H -2.47 -1.93 -3.17 0.340
H -1.41 -2.62 -1.92 0.289
H -2.21 -3.69 -3.10 0.247

---

Entry 3:
62
Properties=species:S:1:pos:R:3:mulliken_charge:R:1 method="wB97M-V/def2-TZVPD" e_above_lowest_kj_mol=181.2 smiles="CCOC(=O)C1CCN(C(=O)Cn2nc(C)n3nc(-c4ccc(CC)cc4)cc3c2=O)CC1" lumo_energy_ha=0.0230 homo_energy_ev=-8.21 homo_lumo_gap_ev=8.833
C -8.59 -1.12 1.78 -1.097
C -8.44 -1.93 0.50 -0.254
O -7.07 -1.98 0.08 -0.337
C -6.61 -0.94 -0.61 0.241
O -7.28 0.00 -0.93 -0.606
C -5.14 -1.14 -0.96 0.255
C -4.60 0.03 -1.78 -0.790
C -4.49 1.29 -0.91 -1.126
N -3.66 1.02 0.24 0.031
C -2.35 1.31 0.37 0.801
O -1.69 0.95 1.32 -0.698
C -1.73 2.19 -0.72 -0.850
N -0.29 2.06 -0.63 0.918
N 0.36 3.07 -0.02 -1.085
C 1.61 2.97 0.24 0.923
C 2.36 4.07 0.89 -1.210
N 2.30 1.83 -0.10 0.966
N 3.58 1.60 0.10 -1.678
C 3.83 0.38 -0.37 0.566
C 5.16 -0.20 -0.32 0.830
C 5.43 -1.47 -0.82 -0.872
C 6.71 -1.98 -0.76 -0.609
C 7.75 -1.25 -0.21 0.901
C 9.13 -1.83 -0.11 -1.072
C 9.31 -2.57 1.22 -1.070
C 7.48 0.02 0.29 -0.668
C 6.21 0.54 0.24 -0.510
C 2.64 -0.20 -0.89 -0.929
C 1.67 0.76 -0.71 0.204
C 0.25 0.84 -0.99 0.444
O -0.43 -0.02 -1.52 -0.704
C -4.23 -0.01 1.10 -0.998
C -4.31 -1.32 0.32 -1.102
H -9.62 -1.17 2.12 0.392
H -7.94 -1.52 2.56 0.292
H -8.33 -0.08 1.60 0.296
H -8.72 -2.98 0.66 0.320
H -9.04 -1.50 -0.30 0.316
H -5.09 -2.06 -1.55 0.428
H -5.27 0.24 -2.62 0.433
H -3.61 -0.23 -2.16 0.418
H -4.10 2.13 -1.48 0.466
H -5.49 1.56 -0.55 0.485
H -2.02 1.85 -1.72 0.433
H -1.98 3.24 -0.57 0.358
H 3.18 4.38 0.26 0.286
H 2.77 3.71 1.83 0.281
H 1.69 4.90 1.08 0.378
H 4.64 -2.06 -1.25 0.322
H 6.91 -2.97 -1.15 0.370
H 9.88 -1.03 -0.18 0.354
H 9.30 -2.53 -0.93 0.355
H 10.31 -2.99 1.29 0.350
H 9.15 -1.89 2.05 0.327
H 8.58 -3.38 1.30 0.332
H 8.28 0.60 0.73 0.363
H 5.99 1.53 0.63 0.461
H 2.51 -1.16 -1.34 0.495
H -3.57 -0.12 1.96 0.429
H -5.22 0.31 1.42 0.445
H -4.74 -2.10 0.94 0.532
H -3.30 -1.62 0.04 0.468

---

Entry 4:
57
Properties=species:S:1:pos:R:3:mulliken_charge:R:1 method="wB97M-V/def2-TZVPD" e_above_lowest_kj_mol=118.5 smiles="CC(C)[C@@H](CCNC(=O)C[C@@H](Cc1ccccc1)c1ccco1)c1ccco1" lumo_energy_ha=0.0284 homo_energy_ev=-8.24 homo_lumo_gap_ev=9.012
C 5.65 0.55 0.69 -1.602
C 4.24 1.15 0.79 0.524
C 4.23 2.51 0.11 -1.498
C 3.20 0.20 0.16 0.559
C 2.95 -1.04 1.03 -0.872
C 2.39 -2.23 0.24 -1.262
N 1.06 -2.00 -0.26 0.079
C 0.75 -2.08 -1.57 0.546
O 1.59 -2.26 -2.44 -0.713
C -0.73 -2.00 -1.91 -0.811
C -1.56 -0.97 -1.12 2.631
C -2.91 -0.72 -1.82 -1.611
C -3.71 0.29 -1.04 0.373
C -4.67 -0.12 -0.12 -0.302
C -5.34 0.82 0.65 -0.723
C -5.07 2.17 0.50 -0.481
C -4.12 2.58 -0.42 -0.712
C -3.44 1.64 -1.18 -0.060
C -1.82 -1.39 0.30 -0.409
C -2.23 -2.57 0.85 -0.487
C -2.39 -2.33 2.23 -0.695
C -2.09 -1.02 2.42 -0.722
O -1.74 -0.44 1.26 -0.173
C 1.91 0.93 -0.10 -0.363
C 0.93 1.36 0.74 -0.279
C 0.00 2.06 -0.06 -0.436
C 0.49 2.00 -1.33 -0.905
O 1.64 1.31 -1.36 -0.366
H 5.72 -0.41 1.19 0.362
H 6.37 1.22 1.16 0.425
H 5.93 0.42 -0.35 0.382
H 3.98 1.28 1.85 0.213
H 3.29 3.03 0.27 0.318
H 5.03 3.14 0.51 0.496
H 4.39 2.40 -0.96 0.306
H 3.58 -0.12 -0.82 0.488
H 3.89 -1.37 1.47 0.456
H 2.27 -0.79 1.84 0.289
H 2.39 -3.11 0.88 0.341
H 3.02 -2.43 -0.63 0.571
H 0.32 -1.85 0.41 0.153
H -0.79 -1.76 -2.97 0.300
H -1.15 -3.00 -1.77 0.255
H -1.02 -0.02 -1.08 -0.936
H -2.73 -0.36 -2.83 0.567
H -3.46 -1.67 -1.88 0.436
H -4.88 -1.17 0.00 0.386
H -6.09 0.49 1.36 0.404
H -5.59 2.89 1.10 0.395
H -3.90 3.63 -0.54 0.418
H -2.70 1.97 -1.89 0.445
H -2.39 -3.50 0.34 0.547
H -2.71 -3.03 2.98 0.496
H -2.07 -0.40 3.30 0.516
H 0.86 1.22 1.80 0.577
H -0.91 2.53 0.26 0.623
H 0.13 2.38 -2.27 0.541